6
Properties=species:S:1:pos:R:3 method="wB97M-V/def2-TZVPD" e_above_lowest_kcal_mol=75.2 gap_ev="9.011 / 7.624" homo_ev="-8.97 / -8.55" largest_force_ev_per_a=4.49 e_tot_ha=-687.3428
C 1.43 -0.37 0.30
C -1.39 0.09 -0.31
O 2.20 0.26 -0.29
O -2.16 -0.77 -0.29
Cl -1.69 1.80 -0.44
H 1.61 -1.02 1.04